DFT (ωB97M-V/def2-TZVPD) results for a molecular structure, C24H29N7RuS2Si in a non-equilibrium geometry.

Charge: +2
Relative energy (zero: lowest compared OMol25 entry of this formula, charge and spin): 50.1 kJ/mol
DFT total energy: -2495.4924 Ha
Highest occupied orbital energy (spin up / spin down): -13.79 / -14.02 eV
LUMO level (spin up / spin down): -6.42 / -8.10 eV
Molar mass: 608.835 g/mol
Multiplicity: 5
Gap between HOMO and LUMO (spin up / spin down): 7.38 / 5.93 eV

Element x y z (Å)
Ru  -0.642659  0.392906  -1.017842
C  -4.158083  1.687456  1.119712
C  -2.795275  1.503918  0.498403
N  -2.547969  0.536621  -0.288612
N  -3.619398  -0.223897  -0.698778
C  -3.297882  -0.919525  -1.788234
N  -4.309212  -1.636411  -2.303120
S  -1.726387  -0.980175  -2.527739
C  -1.687153  2.377974  0.815373
C  -1.771456  3.429240  1.678272
C  -0.594189  4.224609  1.831994
C  0.551143  4.009119  1.144477
C  0.532517  2.921986  0.224447
N  -0.547867  2.143866  0.045202
H  -4.163486  1.156232  2.096202
H  -4.944711  1.319887  0.489984
H  -4.355752  2.669999  1.568139
H  -5.248021  -1.410480  -2.008255
H  -4.205925  -2.103556  -3.188158
H  -2.680412  3.616898  2.245940
H  -0.584376  5.032272  2.496250
H  1.466970  4.551214  1.257643
H  1.393302  2.710689  -0.369472
N  -0.116795  2.437730  -3.607160
C  0.910188  1.583742  -3.411877
N  0.885662  0.561878  -2.523016
C  1.927129  -0.363005  -2.768051
C  2.066590  -1.573750  -2.084498
C  3.255097  -2.292297  -2.297193
C  4.159881  -1.877733  -3.276096
C  3.953147  -0.720862  -4.042684
C  2.763194  -0.018686  -3.783321
S  2.305865  1.583182  -4.458748
H  -1.069047  2.191297  -3.369488
H  -0.047443  3.082489  -4.393814
H  1.452867  -1.979576  -1.297650
H  3.359457  -3.194931  -1.736410
H  5.075415  -2.401784  -3.475968
H  4.675166  -0.569565  -4.829899
C  -1.700455  -3.237551  0.306935
Si  -0.780385  -2.189713  1.538515
C  0.442471  -3.377120  2.297036
C  -1.964607  -1.287763  2.791118
N  0.204708  -0.884626  0.717212
C  1.256233  -0.380869  1.346077
C  1.373191  -0.420484  2.790969
C  2.480315  0.062516  3.482533
C  3.421898  0.748747  2.763485
C  3.345878  0.814604  1.302534
C  2.376916  0.179169  0.613552
H  -2.372361  -3.923334  0.843317
H  -1.068424  -3.879438  -0.308197
H  -2.327262  -2.652064  -0.284109
H  -0.012222  -4.251681  2.763813
H  1.242355  -3.020212  2.965737
H  0.930438  -3.814930  1.360945
H  -2.684619  -2.111070  3.062485
H  -2.410662  -0.306515  2.534082
H  -1.381883  -1.091246  3.677929
H  0.605037  -0.932056  3.339628
H  2.521346  -0.019799  4.595118
H  4.227721  1.175909  3.218894
H  4.140959  1.216820  0.755637
H  2.513322  0.123739  -0.441198

Cartesian forces (eV/Å) of the 3 atoms listed first:
Ru -0.4 -1.7 -0.7
C 0.8 0.3 1.6
C -1.5 0.8 1.6

Atom charges from the Mulliken analysis, given in e for atoms 1 to 6:
1 Ru 0.39
2 C -1.58
3 C 0.28
4 N 1.65
5 N -1.41
6 C 0.54

***

DFT (ωB97M-V/def2-TZVPD) results for 2 unconnected molecules or ions with the total composition C24H29NO11S2.

Charge: -2
DFT total energy: -2610.6355 Ha
Highest occupied orbital energy: 0.19 eV
LUMO level: 2.33 eV
Molar mass: 571.626 g/mol
Multiplicity: 1
Gap between HOMO and LUMO: 2.13 eV

Element x y z (Å)
C  -3.466082  1.963215  3.414776
C  -4.117255  0.808155  3.379025
C  -3.945429  -0.229879  2.296528
C  -2.495523  -0.730740  2.156786
C  -2.400705  -1.505586  0.839092
C  -2.374364  -0.651430  -0.448606
C  -2.021379  0.831194  -0.358702
C  -1.720901  1.447080  -1.734837
C  -0.535650  0.868421  -2.512832
N  0.699566  1.582905  -2.311750
C  1.660355  1.725110  -3.283942
C  2.723595  2.384110  -2.768956
C  2.412931  2.668568  -1.410756
C  1.167607  2.161351  -1.159743
O  -1.347907  -2.516171  0.799827
S  0.173385  -2.159973  1.192049
O  0.320956  -0.724133  1.078379
O  0.095768  -2.507451  2.802710
C  -0.575882  -1.569405  3.640209
C  -0.204883  -1.953611  5.088223
S  0.863254  -0.713755  5.771465
O  0.071511  0.451598  6.060830
O  2.073653  -0.656323  5.007301
C  -2.096297  -1.539933  3.409537
C  -2.707127  -2.953109  3.439101
C  -2.969218  -3.433822  4.855311
O  -3.665210  -2.857262  5.649307
O  -2.350521  -4.595052  5.214934
H  -3.625112  2.657222  4.230313
H  -2.758495  2.238672  2.640561
H  -4.815437  0.576252  4.178530
H  -4.607169  -1.080997  2.487182
H  -4.264116  0.196022  1.341424
H  -1.853312  0.147992  2.139100
H  -3.296845  -2.130765  0.796497
H  -1.678385  -1.142272  -1.128581
H  -3.356719  -0.747300  -0.923716
H  -1.174895  1.005375  0.304809
H  -2.871711  1.383838  0.056857
H  -2.623404  1.375722  -2.350534
H  -1.519381  2.511368  -1.591769
H  -0.747947  0.926648  -3.582142
H  -0.385498  -0.192484  -2.284807
H  1.520383  1.350620  -4.287121
H  3.611190  2.594868  -3.354629
H  3.044356  3.180044  -0.702700
H  0.592904  2.146053  -0.246791
H  -0.202838  -0.564239  3.424322
H  -1.072108  -1.986798  5.747040
H  0.342758  -2.894942  5.102368
H  1.162079  -1.295403  6.959931
H  -2.490209  -0.978110  4.263558
H  -3.668036  -2.965279  2.920665
H  -2.061488  -3.650119  2.904541
H  -1.799062  -4.912026  4.490523
C  4.555051  1.834660  -7.825153
C  5.700556  1.306914  -8.450485
C  6.838552  0.788199  -7.509930
O  7.834934  0.253781  -8.026175
C  6.676905  0.960769  -6.113543
C  5.548078  1.519538  -5.500022
C  4.372318  1.944533  -6.432173
O  3.321928  2.351662  -5.892911
O  5.386163  1.680700  -4.271764
O  5.862879  1.214236  -9.681083
H  3.729402  2.176363  -8.446093
H  7.503482  0.624613  -5.491362

Cartesian forces (eV/Å) of the 3 atoms listed first:
C -0.1 -0.2 0.0
C 0.0 0.0 0.1
C 0.0 0.0 0.0

Atom charges from the Mulliken analysis, given in e for atoms 1 to 6:
1 C -0.72
2 C -0.52
3 C -0.60
4 C 0.04
5 C -0.22
6 C -1.55

***

DFT (ωB97M-V/def2-TZVPD) results for a molecular structure, C24H29O2PPtS3SbSe3Te in a non-equilibrium geometry.

Charge: +1
Relative energy (zero: lowest compared OMol25 entry of this formula, charge and spin): 149.4 kJ/mol
DFT total energy: -10450.0568 Ha
Highest occupied orbital energy (spin up / spin down): -9.91 / -9.91 eV
LUMO level (spin up / spin down): -5.91 / -5.90 eV
Molar mass: 1157.987 g/mol
Multiplicity: 1
Gap between HOMO and LUMO (spin up / spin down): 4.00 / 4.01 eV

Element x y z (Å)
Pt  0.782259  -0.429364  1.735423
Se  2.885885  -1.131050  0.956607
Se  4.250525  -1.351803  2.780389
Te  2.802782  -2.634725  4.374561
Se  0.707209  -1.515520  4.022081
S  -1.142700  -1.691657  1.399763
Sb  -1.644215  -1.837651  -0.883739
C  0.079279  -1.791351  -2.054174
C  0.688322  -0.573510  -2.345991
C  1.858340  -0.552216  -3.085968
C  2.412492  -1.738640  -3.542193
C  1.793107  -2.947611  -3.272058
C  0.623589  -2.979998  -2.528361
C  -2.971124  -0.353917  -1.474608
C  -2.837776  0.889833  -0.864400
C  -3.698679  1.918600  -1.215673
C  -4.690269  1.701999  -2.155803
C  -4.827148  0.461198  -2.756762
C  -3.969988  -0.573525  -2.420630
C  -2.352707  -3.790101  -0.996743
C  -3.505060  -4.169611  -1.676124
C  -3.856491  -5.509433  -1.733260
C  -3.065474  -6.463874  -1.115888
C  -1.923940  -6.086341  -0.428303
C  -1.564127  -4.750160  -0.363323
H  0.249784  0.364524  -2.022948
H  2.330054  0.391476  -3.312299
H  3.320982  -1.718636  -4.123434
H  2.216023  -3.867369  -3.644024
H  0.149777  -3.931157  -2.327361
H  -2.092152  1.072550  -0.105930
H  -3.589278  2.880309  -0.741767
H  -5.363727  2.502136  -2.421511
H  -5.601704  0.296565  -3.491304
H  -4.076390  -1.521656  -2.923863
H  -4.144987  -3.443436  -2.148967
H  -4.753013  -5.804879  -2.258450
H  -3.344566  -7.505578  -1.164160
H  -1.315721  -6.830998  0.063053
H  -0.680363  -4.462095  0.192811
C  0.230595  2.280615  4.328914
C  1.555685  2.817544  3.845445
C  2.708486  1.841846  3.889205
O  1.479575  3.347995  2.493693
P  0.478587  3.180019  1.292812
S  -1.358222  3.570223  1.521895
S  0.618184  1.266925  0.339137
O  1.194395  4.034237  0.186134
C  2.610444  4.243746  -0.095320
C  3.438792  2.984792  0.040523
C  3.106106  5.392058  0.755656
H  0.372708  1.884424  5.333110
H  -0.144846  1.475404  3.689245
H  -0.529193  3.059036  4.354219
H  1.820368  3.701391  4.434271
H  2.528600  0.986793  3.228966
H  2.841691  1.464973  4.902249
H  3.630301  2.324582  3.576852
H  2.577093  4.545468  -1.146497
H  3.427606  2.602358  1.060205
H  4.466371  3.235238  -0.214480
H  3.097375  2.196316  -0.629601
H  3.162937  5.106775  1.803635
H  2.447853  6.253634  0.664405
H  4.099688  5.682251  0.420642

Cartesian forces (eV/Å) of the 3 atoms listed first:
Pt -1.4 -0.3 1.4
Se 0.6 -0.6 -0.3
Se 0.0 0.5 0.0

Atom charges from the Mulliken analysis, given in e for atoms 1 to 6:
1 Pt 1.42
2 Se 0.10
3 Se -0.22
4 Te 0.20
5 Se -0.25
6 S -0.51

***

The lowest DFT total energy belongs to which entry? C24H29O2PPtS3SbSe3Te

***

Which of these has the highest molar mass? C24H29O2PPtS3SbSe3Te

***

multiplicity of number 1 (C24H29N7RuS2Si)? 5

***

Which of these has the highest DFT total energy? C24H29N7RuS2Si